[1]
The following is a DFT calculation (ωB97M-V with the def2-TZVPD basis set) of a single C19H24N4O6S2 molecule at a distorted geometry.

HOMO-LUMO gap in eV: 8.7
LUMO level in Ha: 0.0061
SMILES string: COc1cc(C(=O)Nc2nnc(SCC(=O)NC[C@@H]3CCCO3)s2)cc(OC)c1OC
ΔE to the lowest compared entry with this formula, charge and spin in kJ/mol: 4.68
Energy in eV: -60007.286

Structure (ORCA input):
```
! RIJCOSX wB97M-V def2-TZVPD def2/J DEFGRID3
* xyz 0 1
C -5.8253 -1.6334 -1.5204
H -6.1207 -1.9281 -0.5086
O -5.0282 -0.4727 -1.5090
C -3.8395 -0.5115 -0.8637
C -3.3474 -1.6084 -0.1722
C -2.1180 -1.5342 0.4763
C -1.3785 -0.3617 0.4435
C -1.8508 0.7400 -0.2609
C -3.0901 0.6823 -0.9036
O -3.6108 1.7441 -1.6060
C -3.9497 2.8720 -0.8177
H -4.2722 3.6389 -1.5194
H -3.0981 3.2367 -0.2370
H -4.7720 2.6319 -0.1362
O -1.0685 1.8736 -0.2637
C -0.6466 2.3128 -1.5461
H -0.0028 1.5619 -2.0161
H -1.4895 2.5193 -2.2082
H -0.0774 3.2250 -1.3760
H -0.4277 -0.2750 0.9448
C -1.6763 -2.7045 1.2725
O -2.4130 -3.3309 1.9997
N -0.3425 -3.0629 1.1976
C 0.6316 -2.6988 0.3189
N 1.8834 -2.8628 0.5738
N 2.6903 -2.4898 -0.4077
C 2.0721 -2.0556 -1.4559
S 2.8297 -1.4592 -2.8901
C 4.5221 -1.1551 -2.2667
H 4.8322 -2.0238 -1.6913
C 4.5000 0.1363 -1.4549
O 4.7270 1.2161 -1.9559
N 4.2073 -0.0498 -0.1520
H 3.8906 -0.9670 0.1472
C 3.8242 1.0551 0.6955
H 4.2055 1.9708 0.2400
H 4.2695 0.9177 1.6834
C 2.2891 1.1274 0.8063
C 1.8129 2.2125 1.7734
H 0.7890 2.4869 1.5195
C 1.8581 1.4939 3.1260
H 2.7921 1.7014 3.6470
C 1.7680 0.0034 2.7490
H 0.8468 -0.4655 3.1058
O 1.7577 -0.0758 1.3316
H 2.6169 -0.5668 3.1446
H 1.0344 1.7923 3.7706
H 2.4417 3.0984 1.7420
H 1.8714 1.2418 -0.1987
H 5.1334 -1.0252 -3.1579
S 0.3209 -2.0734 -1.3050
H -0.0446 -3.7319 1.9008
H -3.9035 -2.5293 -0.1071
H -6.7126 -1.3715 -2.0941
H -5.3118 -2.4678 -2.0077
*
```

Results of the natural (NBO) charge analysis, in e, for atoms 1 through 6: -0.253 0.180 -0.477 0.269 -0.229 -0.169

***

[2]
The following is a DFT calculation (ωB97M-V with the def2-TZVPD basis set) of a molecular structure, C54H41HgN4O2PSb.

HOMO-LUMO gap (spin up / spin down) in eV: 2.9 / 5.5
LUMO level (spin up / spin down) in Ha: 0.1482 / 0.1482
ΔE to the lowest compared entry with this formula, charge and spin in kJ/mol: 0.00
Energy in eV: -86720.460

Structure (ORCA input):
```
! RIJCOSX wB97M-V def2-TZVPD def2/J DEFGRID3
* xyz -2 2
Hg 1.0575 0.0019 -0.6166
O 1.7942 -4.1516 -1.7060
C 1.9377 -2.9809 -1.2722
N 1.2603 -1.8945 -1.7644
C 0.5219 -1.9663 -2.9314
C 0.9025 -2.8052 -3.9910
C 0.2569 -2.7726 -5.2156
C -0.7957 -1.8887 -5.4160
C -1.2111 -1.0678 -4.3743
C -0.5913 -1.0954 -3.1154
N -0.9318 -0.2632 -2.0305
C -2.1223 0.3349 -1.9759
O -3.1057 0.2032 -2.7350
C -2.3697 1.3378 -0.8539
C -3.3547 2.3032 -1.0860
C -3.6567 3.2298 -0.1112
C -2.9705 3.1688 1.0958
C -2.0241 2.1737 1.2497
N -1.7271 1.2774 0.3058
C 2.8915 -2.7291 -0.1747
C 3.7142 -3.7827 0.2715
C 4.6149 -3.5840 1.2921
C 4.6925 -2.2740 1.8863
C 3.8582 -1.2906 1.3945
N 2.9801 -1.4636 0.4037
H 1.7211 -3.4898 -3.8214
H 0.5809 -3.4328 -6.0147
H -1.3137 -1.8538 -6.3689
H -2.0411 -0.3986 -4.5219
H -3.8614 2.2828 -2.0411
H -4.4133 3.9868 -0.2787
H -3.1734 3.8604 1.9048
H -1.4726 2.0799 2.1804
H 3.6024 -4.7424 -0.2194
H 5.2529 -4.3918 1.6371
H 5.3814 -2.0564 2.6958
H 3.8873 -0.2858 1.8216
C 4.6488 6.8762 -2.1239
C 3.3450 6.7139 -2.5651
C 2.6891 5.4977 -2.4003
C 3.3235 4.4196 -1.7847
C 4.6480 4.5891 -1.3751
C 5.3001 5.8034 -1.5296
P 2.5983 2.7433 -1.5226
C 0.9852 2.8693 -2.3802
C -0.0846 3.6326 -1.9165
C -1.2651 3.6904 -2.6411
C -1.4002 2.9673 -3.8212
C -0.3499 2.1869 -4.2784
C 0.8375 2.1419 -3.5605
C 2.0988 2.8044 0.2439
C 2.2976 3.9105 1.0714
C 2.0079 3.8239 2.4286
C 1.5409 2.6268 2.9524
C 1.3298 1.5344 2.1175
C 1.5917 1.5911 0.7535
H 5.1516 7.8290 -2.2381
H 2.8304 7.5421 -3.0401
H 1.6731 5.3849 -2.7547
H 5.1617 3.7500 -0.9173
H 6.3249 5.9160 -1.1940
H 0.0031 4.1617 -0.9734
H -2.0963 4.2761 -2.2676
H -2.3385 2.9849 -4.3636
H -0.4641 1.5831 -5.1702
H 1.6521 1.5061 -3.8897
H 2.6826 4.8375 0.6604
H 2.1568 4.6842 3.0728
H 1.3362 2.5428 4.0152
H 0.9661 0.6109 2.5537
C -2.4550 -0.1670 5.8767
C -3.4049 -0.4601 4.9081
C -3.0138 -0.9552 3.6668
C -1.6692 -1.1734 3.3702
C -0.7296 -0.9016 4.3679
C -1.1120 -0.4006 5.6050
Sb -0.8759 -1.8055 1.4364
C -0.5093 -3.7884 2.2655
C 0.7288 -4.3830 2.0285
C 1.0262 -5.6352 2.5591
C 0.0866 -6.3028 3.3320
C -1.1536 -5.7176 3.5745
C -1.4463 -4.4688 3.0443
C -2.7391 -2.3985 0.5379
C -3.8083 -1.5181 0.3664
C -4.9573 -1.9148 -0.3061
C -5.0491 -3.1962 -0.8294
C -3.9827 -4.0742 -0.6868
C -2.8356 -3.6768 -0.0133
H -2.7577 0.2360 6.8366
H -4.4582 -0.3029 5.1166
H -3.7749 -1.1842 2.9319
H 0.3231 -1.0974 4.1784
H -0.3611 -0.1856 6.3577
H 1.4656 -3.8749 1.4130
H 1.9916 -6.0853 2.3596
H 0.3149 -7.2803 3.7439
H -1.8907 -6.2382 4.1772
H -2.4151 -4.0161 3.2372
H -3.7437 -0.4996 0.7321
H -5.7702 -1.2105 -0.4422
H -5.9375 -3.4999 -1.3711
H -4.0384 -5.0693 -1.1128
H -2.0018 -4.3652 0.0738
*
```

Results of the Mulliken charge analysis, in e, for atoms 1 through 6: 1.233 -0.854 0.353 0.216 0.013 -0.571

***

[3]
The following is a DFT calculation (ωB97M-V with the def2-TZVPD basis set) of a molecular structure, C54H46N5NaO2S3 at a distorted geometry.

HOMO-LUMO gap in eV: 7.4
LUMO level in Ha: -0.0030
ΔE to the lowest compared entry with this formula, charge and spin in kJ/mol: 195.20
Energy in eV: -105209.167

Structure (ORCA input):
```
! RIJCOSX wB97M-V def2-TZVPD def2/J DEFGRID3
* xyz 0 1
Na 12.0546 12.3254 18.8390
C 12.3037 8.8858 18.2195
C 11.0820 8.4989 19.0728
C 9.8864 9.3662 19.0528
C 8.5885 8.8394 19.2314
C 7.4840 9.7159 19.2520
C 7.6640 11.0420 18.9465
C 8.9638 11.4362 18.7394
N 10.0542 10.6738 18.9156
N 13.2278 9.9194 18.8013
C 13.7156 9.6570 20.1447
C 13.5687 10.6861 21.1901
C 14.2889 10.4165 22.3645
C 14.1263 11.3739 23.3654
C 13.2778 12.4314 23.2757
C 12.6890 12.6258 22.0413
N 12.7833 11.7396 21.0269
C 14.3980 10.0149 17.9094
C 14.1155 11.0752 16.8958
C 14.0609 10.9707 15.4893
C 14.2509 12.1405 14.7207
C 14.3755 13.3761 15.3664
C 14.0429 13.4351 16.7447
N 13.9497 12.3060 17.4519
H 12.0801 9.4037 17.2427
H 12.8193 7.9382 18.0829
H 11.3298 8.2993 20.1339
H 10.7457 7.5342 18.5722
H 8.5039 7.8041 19.5281
H 6.5568 9.2003 19.4778
H 6.8508 11.7625 18.9263
H 9.1009 12.4602 18.2952
H 14.8282 9.4608 20.1862
H 13.2246 8.7293 20.5786
H 14.8405 9.5074 22.6012
H 14.7252 11.2528 24.2870
H 13.1406 13.1309 24.1178
H 12.1854 13.5600 21.8206
H 14.7139 9.0909 17.3793
H 15.2528 10.3851 18.5804
H 13.8645 9.9850 15.0364
H 14.2019 11.9587 13.6251
H 14.6600 14.2714 14.7828
H 13.7335 14.3517 17.2037
C 7.5394 20.8434 15.3583
C 6.9726 19.6011 14.7674
C 6.6043 19.6229 13.3828
C 6.2218 18.4650 12.7237
C 6.3325 17.2733 13.4825
C 6.6655 17.1890 14.8120
C 7.0081 18.3653 15.4672
S 6.4402 15.8009 12.4647
O 5.7655 16.0972 11.1741
C 8.2175 15.4212 12.4492
C 8.7594 15.3626 13.7232
C 10.1294 15.5320 13.8938
C 10.9830 15.6702 12.7828
C 12.3828 16.0674 12.8449
C 13.1871 16.1796 11.7482
C 12.6308 16.0586 10.4490
C 11.2968 15.6705 10.3333
C 10.4917 15.4795 11.4522
C 9.0511 15.3352 11.3055
C 8.4463 15.2322 9.9257
C 8.0280 16.4108 9.2616
C 8.1950 17.7480 9.7526
C 7.7023 18.8543 9.0523
C 7.1919 18.7184 7.7824
C 7.0637 17.4850 7.2064
C 7.3417 16.2708 7.9762
C 7.0670 14.9807 7.5055
C 7.5797 13.8675 8.1307
C 8.3308 13.9766 9.2864
S 9.3405 12.5271 9.7514
O 9.8569 11.8030 8.5408
C 8.2622 11.4755 10.7657
C 7.1059 11.9059 11.3964
C 6.4126 11.0536 12.2544
C 6.8128 9.7016 12.4677
C 5.9372 8.8032 13.3052
C 7.9852 9.2772 11.8295
C 8.7048 10.1742 10.9815
H 7.4607 21.6217 14.5786
H 8.6478 20.7113 15.5519
H 7.1409 21.1354 16.3463
H 6.6383 20.5689 12.7644
H 6.0596 18.3872 11.6311
H 6.5276 16.2271 15.3159
H 7.3077 18.4010 16.4819
H 8.1306 15.2906 14.6233
H 10.5306 15.5514 14.9458
H 12.8432 16.4108 13.7859
H 14.3275 16.2184 11.9208
H 13.1528 16.4508 9.5578
H 10.8668 15.4812 9.3546
H 8.7641 17.8631 10.6372
H 7.7488 19.8886 9.4792
H 6.8222 19.5546 7.2563
H 6.5547 17.3040 6.2482
H 6.3405 14.8614 6.6726
H 7.4862 12.9209 7.6784
H 6.8119 12.9605 11.3298
H 5.4254 11.3022 12.6796
H 4.8562 8.9762 13.2417
H 6.0784 9.0017 14.4203
H 6.2439 7.7428 13.1906
H 8.3392 8.2437 11.9234
H 9.7010 10.0493 10.5806
S 9.0800 16.0012 17.7349
C 10.4267 15.0617 17.7153
N 11.3888 14.3334 17.8984
*
```

Results of the Mulliken charge analysis, in e, for atoms 1 through 6: 0.988 -1.055 -0.373 0.307 -0.980 -0.263

***

[4]
The following is a DFT calculation (ωB97M-V with the def2-TZVPD basis set) of a molecular structure, C7H9O2P at a distorted geometry.

HOMO-LUMO gap (spin up / spin down) in eV: 6.4 / 7.5
LUMO level (spin up / spin down) in Ha: 0.0298 / -0.0653
ΔE to the lowest compared entry with this formula, charge and spin in kJ/mol: 0.00
Energy in eV: -20783.820

Structure (ORCA input):
```
! RIJCOSX wB97M-V def2-TZVPD def2/J DEFGRID3
* xyz 0 3
C 0.5809 -0.8711 -2.3254
C -0.5990 -1.2303 -1.7461
C 1.6507 -0.4081 -1.6142
C -0.7097 -1.2001 -0.3295
C 1.6282 -0.3633 -0.2279
C 0.4787 -0.9199 0.3906
C -0.2446 1.7413 1.7086
O -1.5181 1.5002 1.1576
O -1.1821 -0.8098 2.5862
P 0.3713 -0.5796 2.2529
H 0.5751 -0.7209 -3.4476
H -1.5681 -1.5069 -2.2965
H 2.5506 -0.1069 -2.0834
H -1.4299 -1.7501 0.1662
H 2.4921 -0.3374 0.3468
H 0.4579 1.8546 0.9986
H -0.3639 2.3289 2.6232
H -1.4458 0.8660 0.4865
H -1.5693 0.0691 2.3487
*
```

Results of the natural (NBO) charge analysis, in e, for atoms 1 through 6: -0.249 -0.175 -0.172 -0.304 -0.255 -0.357